1.
{"formula": "CHBr4O2P", "method": "ωB97M-V with the def2-TZVPD basis set", "symbols": ["C", "O", "O", "P", "Br", "Br", "Br", "Br", "H"], "xyz": [[1.067, -0.403, 0.767], [-1.790, -0.029, -1.635], [0.205, -0.318, -0.360], [-1.203, 0.638, -0.319], [0.362, -1.954, 1.923], [0.973, 1.201, 1.845], [2.906, -0.820, 0.256], [-0.199, 2.535, -1.035], [-2.321, -0.850, -1.441]], "e_tot_ha": -10826.629339, "orbital_gap_ev": 9.316, "relative_energy_kj_mol": 87.72, "lumo_energy_ha": -0.0216}

2.
{"formula": "C3H9N2O3", "method": "ωB97M-V with the def2-TZVPD basis set", "symbols": ["C", "N", "C", "O", "O", "C", "N", "H", "H", "H", "H", "H", "H", "H", "H", "H", "O"], "xyz": [[-1.134, 0.865, 0.582], [0.278, 0.626, 0.301], [0.982, -0.481, 0.814], [0.292, -1.323, 1.430], [2.215, -0.520, 0.559], [-1.832, 1.361, -0.686], [-3.305, 1.372, -0.658], [-1.256, 1.639, 1.357], [-1.464, -0.140, 0.892], [0.754, 1.381, -0.151], [-1.562, 2.419, -0.823], [-1.478, 0.812, -1.555], [-3.627, 2.116, -0.058], [-3.697, 0.503, -0.342], [1.709, -2.010, -1.416], [3.018, -1.303, -1.314], [2.519, -1.871, -1.919]], "e_tot_ha": -455.022084, "orbital_gap_ev": 8.082, "total_charge": -1, "relative_energy_kj_mol": 32.88, "lumo_energy_ha": 0.1374}

3.
{"formula": "C3H3NO2S2", "method": "ωB97M-V with the def2-TZVPD basis set", "symbols": ["O", "C", "S", "N", "C", "C", "O", "S", "H", "H", "H"], "xyz": [[-2.597, 1.480, -0.083], [-2.858, 0.313, -0.036], [-1.854, -1.132, -0.008], [-0.232, -0.702, 0.070], [0.199, 0.517, 0.196], [1.714, 0.682, 0.081], [2.078, 1.870, -0.031], [2.746, -0.785, -0.073], [-3.938, -0.120, 0.011], [-0.522, 1.406, 0.082], [1.627, -1.566, 0.161]], "e_tot_ha": -1117.671222, "orbital_gap_ev": 9.209, "relative_energy_kj_mol": 144.06, "lumo_energy_ha": -0.0318}

4.
{"formula": "C21H23N5O2S", "method": "ωB97M-V with the def2-TZVPD basis set", "symbols": ["C", "C", "N", "C", "C", "C", "C", "C", "N", "C", "C", "C", "C", "C", "C", "N", "N", "C", "S", "C", "C", "O", "N", "C", "C", "C", "C", "C", "O", "H", "H", "H", "H", "H", "H", "H", "H", "H", "H", "H", "H", "H", "H", "H", "H", "H", "H", "H", "H", "H", "H", "H"], "xyz": [[-1.437, -1.881, 1.503], [-0.566, -0.629, 1.518], [0.117, -0.449, 0.266], [-0.180, 0.378, -0.785], [-1.342, 1.300, -0.840], [-2.627, 0.527, -0.877], [-3.022, -0.343, -1.858], [-2.350, -0.720, -3.129], [-4.239, -0.881, -1.520], [-4.650, -0.370, -0.322], [-5.796, -0.615, 0.420], [-5.938, 0.054, 1.617], [-4.965, 0.951, 2.065], [-3.826, 1.199, 1.333], [-3.650, 0.531, 0.121], [0.691, 0.213, -1.739], [1.578, -0.721, -1.352], [1.233, -1.113, -0.152], [2.049, -2.293, 0.829], [3.632, -2.425, -0.070], [4.428, -1.151, 0.189], [5.170, -1.035, 1.140], [4.212, -0.191, -0.735], [4.539, 1.194, -0.445], [3.333, 1.885, 0.106], [2.642, 1.677, 1.265], [1.522, 2.542, 1.217], [1.615, 3.205, 0.032], [2.703, 2.811, -0.646], [-0.825, -2.763, 1.336], [-2.186, -1.812, 0.718], [-1.946, -1.981, 2.458], [-1.182, 0.253, 1.698], [0.190, -0.711, 2.304], [-1.227, 1.909, -1.739], [-1.333, 1.960, 0.029], [-2.364, -1.802, -3.263], [-1.319, -0.379, -3.127], [-2.862, -0.269, -3.980], [-4.753, -1.536, -2.084], [-6.550, -1.305, 0.069], [-6.817, -0.113, 2.221], [-5.116, 1.460, 3.006], [-3.090, 1.906, 1.689], [3.409, -2.587, -1.122], [4.135, -3.284, 0.371], [3.434, -0.331, -1.381], [4.861, 1.692, -1.362], [5.350, 1.187, 0.288], [2.908, 0.999, 2.050], [0.765, 2.656, 1.965], [0.997, 3.952, -0.424]], "e_tot_ha": -1636.515414, "orbital_gap_ev": 8.659, "relative_energy_kj_mol": 0.00, "lumo_energy_ha": 0.0235}